Record 1
8 unconnected molecules or ions with the total composition C32H64O18, computed with ωB97M-V/def2-TZVPD.

electronic energy	-2611.86890	Ha
energy relative to the best compared isomer or geometry (same formula, charge and spin)	381.23	kJ/mol
orbital gap	9.76	eV
SMILES	CCOC(=O)OC.CCOC(=O)OC.CCOC(=O)OC.CCOC(=O)OC.CCOC(=O)OC.C1CCOC1.C1CCOC1.C1CCOC1

Element x y z (Å)
C1 -2.34064 -0.84646 -0.33574
C2 -2.61494 0.67170 -0.52902
O1 -1.49104 1.03726 -1.29874
C3 -1.37909 2.27575 -1.93678
O2 -2.29191 3.08749 -1.99406
O3 -0.15719 2.32794 -2.45671
C4 0.26559 3.39284 -3.36675
H1 -2.00623 -1.32004 -1.25878
H2 -3.18144 -1.44789 0.00986
H3 -1.48829 -1.03492 0.31700
H4 -2.80827 1.10619 0.45176
H5 -3.51490 0.79962 -1.13053
H6 0.81115 3.07527 -4.25535
H7 0.94980 3.96369 -2.73900
H8 -0.60100 3.94821 -3.72548
C5 -4.70635 5.43636 1.50165
C6 -5.31698 6.31651 0.45194
O4 -6.41772 6.98221 0.94232
C7 -7.65382 6.42159 0.92768
O5 -7.92765 5.34737 0.38300
O6 -8.57867 7.31732 1.41041
C8 -9.97039 6.98847 1.38662
H9 -5.36311 4.61937 1.80046
H10 -4.49693 6.12440 2.32072
H11 -3.67864 5.21412 1.21435
H12 -5.49633 5.79457 -0.48801
H13 -4.56164 7.05968 0.19644
H14 -10.23367 6.43460 0.48550
H15 -10.66651 7.82671 1.41592
H16 -10.20487 6.31464 2.21068
C9 -3.13685 1.37753 5.60700
C10 -2.88475 2.25173 6.83342
O7 -1.49712 2.63073 6.87103
C11 -1.09197 3.90229 6.57693
O8 -1.78556 4.80628 6.05479
O9 0.21041 3.91787 6.78012
C12 0.92199 5.18883 6.64273
H17 -2.25986 0.74666 5.46221
H18 -3.31143 2.01112 4.73740
H19 -4.05915 0.83895 5.82470
H20 -3.06914 1.56675 7.66101
H21 -3.54157 3.11600 6.93202
H22 0.90596 5.57804 5.62471
H23 1.99030 5.06524 6.82033
H24 0.49057 5.90906 7.33788
C13 2.16151 2.42201 2.07621
C14 3.51894 2.91947 1.52312
O10 3.33396 4.06540 0.71934
C15 4.24338 4.83648 0.15548
O11 4.01052 5.91173 -0.43444
O12 5.49176 4.27930 0.29001
C16 6.58186 4.83435 -0.50797
H25 1.62187 3.27062 2.49661
H26 2.29654 1.61154 2.79246
H27 1.60089 2.03177 1.22678
H28 3.98317 2.07384 1.01566
H29 4.21884 3.19482 2.31206
H30 6.37024 4.63516 -1.55851
H31 7.51760 4.32439 -0.27895
H32 6.70999 5.90645 -0.35863
C17 3.84270 -2.25881 -1.21910
C18 4.68074 -3.18326 -2.15537
O13 4.82912 -4.44744 -1.59401
C19 5.88393 -5.23158 -1.91051
O14 6.75602 -5.05881 -2.75344
O15 5.79688 -6.31891 -1.11075
C20 6.73744 -7.34619 -1.10592
H33 3.68078 -1.24478 -1.58468
H34 4.37175 -2.24257 -0.26625
H35 2.89875 -2.76979 -1.02951
H36 5.67109 -2.73965 -2.25802
H37 4.26215 -3.22684 -3.16084
H38 7.36527 -7.25100 -0.22000
H39 7.45477 -7.24461 -1.92030
H40 6.38353 -8.36521 -1.26234
C21 6.82199 -0.04491 -6.19299
C22 6.08523 -0.05514 -7.50822
C23 4.76245 0.63840 -7.16498
O16 4.94883 1.48951 -6.07795
C24 6.12715 1.09486 -5.44117
H41 7.86637 0.16915 -6.42003
H42 6.62376 -0.98468 -5.67760
H43 5.98649 -1.04026 -7.96417
H44 6.50790 0.63170 -8.24150
H45 4.05747 -0.13492 -6.85990
H46 4.32658 1.23544 -7.96601
H47 5.95022 0.83933 -4.39641
H48 6.81054 1.94104 -5.51239
C25 0.62127 -8.20653 0.98736
C26 0.75377 -6.67830 1.01919
C27 1.52390 -6.41799 2.28179
O17 1.82875 -7.69378 2.84133
C28 1.84947 -8.66114 1.75771
H49 0.56125 -8.71206 0.02355
H50 -0.30563 -8.40468 1.52557
H51 -0.21190 -6.20479 0.84204
H52 1.37229 -6.42174 0.15912
H53 0.86896 -5.86904 2.95840
H54 2.42325 -5.82513 2.11507
H55 1.64815 -9.67383 2.10704
H56 2.80436 -8.55663 1.24256
C29 -6.31893 -5.44723 -0.24467
C30 -6.25826 -4.94702 -1.66270
C31 -6.91647 -3.51768 -1.59314
O18 -7.29764 -3.36798 -0.18851
C32 -7.34067 -4.60280 0.37958
H57 -5.34952 -5.29333 0.22930
H58 -6.65687 -6.48021 -0.16185
H59 -6.78202 -5.62238 -2.33921
H60 -5.21364 -4.80695 -1.94065
H61 -7.75916 -3.54465 -2.28397
H62 -6.21195 -2.76617 -1.94947
H63 -8.32019 -5.06625 0.26188
H64 -7.22370 -4.52079 1.46017

Record 2
A gas-phase ion, C3H6O3P (charge -1), computed with ωB97M-V/def2-TZVPD.

electronic energy	-685.05187	Ha
net charge	-1
energy relative to the best compared isomer or geometry (same formula, charge and spin)	154.33	kJ/mol
orbital gap	7.93	eV
SMILES	C[P@H](=O)CC(=O)[O-]

Element x y z (Å)
C1 0.96018 1.87276 0.29678
P1 0.83383 0.00192 -0.10477
O1 1.93283 -0.50266 -0.96572
C2 -0.91707 -0.35853 -0.52102
C3 -1.10098 -2.02974 0.06373
O2 -2.26704 -2.37076 0.10694
O3 -0.03766 -2.44658 0.41290
H1 1.22094 2.28513 -0.64326
H2 -0.11910 2.23843 0.56751
H3 1.55099 2.19499 1.12797
H4 0.84802 -0.56946 1.12883
H5 -1.24379 -0.40607 -1.59956
H6 -1.66116 0.09060 0.12965

Record 3
A molecular structure, C16H34N3NiO3P3S, computed with ωB97M-V/def2-TZVPD.

electronic energy	-3950.57973	Ha
⟨S²⟩	2.02
energy relative to the best compared isomer or geometry (same formula, charge and spin)	318.34	kJ/mol
orbital gap (spin up / spin down)	7.25 / 7.53	eV
spin multiplicity	3

Element x y z (Å)
Ni1 0.05824 0.06380 -0.04376
C1 -1.40726 2.98471 -1.11535
P1 -1.78610 1.39856 -0.29580
C2 -2.97210 1.91791 0.98937
C3 -2.84495 0.57994 -1.55399
C4 -1.99534 0.25180 -2.78463
P2 -0.41353 -0.58106 -2.30868
C5 -0.97647 -2.30036 -2.07673
C6 0.42467 -0.64960 -3.92440
H1 -2.28048 3.37129 -1.64577
H2 -0.58671 2.85837 -1.82148
H3 -1.09146 3.70936 -0.36441
H4 -3.80352 2.47676 0.55641
H5 -2.46236 2.55785 1.71041
H6 -3.36473 1.04629 1.51293
H7 -3.68716 1.23110 -1.80860
H8 -3.25555 -0.33336 -1.11607
H9 -1.73762 1.17577 -3.30987
H10 -2.54378 -0.37574 -3.49319
H11 -1.55948 -2.64108 -2.93458
H12 -1.58979 -2.37007 -1.17678
H13 -0.11673 -2.95547 -1.94417
H14 -0.23004 -1.10760 -4.66780
H15 1.34212 -1.22810 -3.83481
H16 0.67982 0.35942 -4.24700
S1 2.95918 -1.82427 -1.59975
C7 2.42943 -3.39872 -1.79370
N1 2.05938 -4.48774 -1.93193
N2 0.40812 3.99778 1.75470
C8 0.75079 2.89990 1.77920
C9 2.68472 -3.20611 1.37771
C10 1.62397 -2.16477 1.21514
N3 1.31176 -1.49722 0.21236
H17 2.89130 -3.36028 2.43463
H18 3.58831 -2.92884 0.84081
H19 2.32975 -4.14410 0.94769
C11 0.01136 1.70268 5.54231
C12 -0.30166 1.19668 4.15348
O1 0.94530 0.93553 3.48541
P3 1.03456 1.05435 1.87993
O2 2.60139 1.00836 1.64887
C13 3.56334 0.43044 2.55837
C14 4.27646 1.51919 3.32184
O3 0.89779 -1.96986 2.41105
C15 -0.50972 -2.20685 2.32363
C16 -0.86656 -3.50745 3.01256
H20 -0.91088 1.84831 6.10340
H21 0.54020 2.65237 5.49227
H22 0.62922 0.98312 6.07727
H23 -0.87104 1.94223 3.58763
H24 -0.87819 0.27004 4.18004
H25 4.23999 -0.13787 1.91795
H26 3.05041 -0.26623 3.22242
H27 4.73465 2.23172 2.63806
H28 5.06202 1.08346 3.93968
H29 3.58524 2.05307 3.97271
H30 -0.80336 -2.20927 1.26971
H31 -1.01321 -1.35901 2.79663
H32 -0.36950 -4.35038 2.53335
H33 -1.94255 -3.67643 2.96415
H34 -0.56876 -3.48626 4.06038

Record 4
A single C20H17N5O2S2 molecule, computed with ωB97M-V/def2-TZVPD.

electronic energy	-1992.85025	Ha
energy relative to the best compared isomer or geometry (same formula, charge and spin)	0.00	kJ/mol
orbital gap	7.39	eV
SMILES	CC(=O)N1N=C(NC2=NC(=O)/C(=C/c3ccccn3)S2)S[C@@]1(C)c1ccccc1

Element x y z (Å)
C1 5.37298 -1.51816 1.42841
C2 4.72641 -0.91528 0.24393
O1 5.28311 -1.36603 -0.75941
N1 3.33735 -0.46454 0.25163
N2 2.60462 -0.46453 1.38568
C3 1.31206 -0.33987 1.16092
N3 0.48724 -0.43494 2.31591
C4 -0.87206 -0.30387 2.49627
N4 -1.16586 -0.27838 3.76149
C5 -2.52880 -0.10417 3.85054
O2 -3.03339 -0.07474 4.93893
C6 -3.32727 -0.22195 2.60048
C7 -4.66146 -0.06389 2.56686
C8 -5.49067 0.02522 1.32200
C9 -6.80779 0.47119 1.50789
C10 -7.72598 0.35389 0.51508
C11 -7.38065 -0.22429 -0.69546
C12 -6.09531 -0.62925 -0.91368
N5 -5.08451 -0.40581 0.06599
S1 -2.21815 -0.42165 1.29128
S2 0.75128 -0.12808 -0.46062
C13 2.50466 -0.48634 -1.00796
C14 2.38626 -1.86581 -1.68162
C15 2.96914 0.66725 -1.90588
C16 3.36761 0.47681 -3.26334
C17 3.86273 1.50695 -4.12480
C18 3.77970 2.78312 -3.58647
C19 3.49129 2.96188 -2.26643
C20 2.97519 1.94345 -1.43667
H1 4.82797 -2.44405 1.72479
H2 6.36394 -1.90433 1.25089
H3 5.31776 -0.76244 2.21746
H4 0.98971 -0.38762 3.20936
H5 -5.22799 0.05527 3.42538
H6 -7.09427 0.95336 2.41293
H7 -8.72906 0.79518 0.79783
H8 -8.14937 -0.20424 -1.38193
H9 -5.71702 -0.88844 -1.86280
H10 1.54281 -1.67472 -2.34829
H11 2.00037 -2.64079 -0.93636
H12 3.28164 -2.16763 -2.37142
H13 3.47913 -0.38398 -3.87556
H14 4.18995 1.34495 -5.18155
H15 3.90524 3.57619 -4.34120
H16 3.62787 3.98536 -1.89787
H17 2.57160 2.26972 -0.44265

Record 5
4 unconnected molecules or ions with the total composition C5H21N2O3, computed with ωB97M-V/def2-TZVPD.

electronic energy	-537.59121	Ha
⟨S²⟩	0.75
net charge	+2
energy relative to the best compared isomer or geometry (same formula, charge and spin)	243.47	kJ/mol
orbital gap (spin up / spin down)	11.95 / 5.73	eV
spin multiplicity	2

Element x y z (Å)
C1 0.88621 -2.27173 -0.95139
C2 -0.15385 -1.30641 -1.48364
C3 -1.41865 -1.20255 -0.55489
C4 -1.45321 -0.32751 0.76903
C5 -1.03132 1.11834 0.64315
N1 -1.72440 1.73443 -0.56368
N2 1.45201 -1.91850 0.38654
H1 0.57448 -3.36203 -0.97492
H2 1.85697 -2.12530 -1.51093
H3 0.23812 -0.31727 -1.88076
H4 -0.62956 -1.82479 -2.33006
H5 -1.79906 -2.22116 -0.30577
H6 -2.24696 -0.82130 -1.18744
H7 -2.41190 -0.74271 1.21181
H8 -0.74181 -0.70812 1.49138
H9 -1.30436 1.76203 1.59221
H10 0.08988 0.99069 0.55556
H11 -2.28748 2.49741 -0.18872
H12 -1.02041 2.21653 -1.10879
H13 -2.24770 1.06533 -1.11589
H14 2.07700 -2.65255 0.60325
H15 0.71993 -1.71512 1.07833
H16 1.94339 -0.16635 0.43990
H17 3.14172 0.87115 0.38442
O1 2.17521 0.76817 0.29772
H18 1.25229 1.25789 -1.20642
H19 0.93217 1.78479 -2.63176
O2 0.49881 1.64012 -1.77612
H20 0.57388 1.79655 2.89117
H21 0.43006 0.35900 3.45754
O3 0.04986 1.00208 2.90870

Record 6
2 unconnected molecules or ions with the total composition C4H7ClS2, computed with ωB97M-V/def2-TZVPD.

electronic energy	-1413.04074	Ha
energy relative to the best compared isomer or geometry (same formula, charge and spin)	331.72	kJ/mol
orbital gap (spin up / spin down)	7.54 / 7.18	eV

Element x y z (Å)
C1 -2.82173 -0.37538 -0.00867
C2 0.44987 -0.11738 -1.31377
C3 1.76380 0.41201 1.03926
C4 0.46732 0.07800 0.20753
S1 -2.48976 -1.89300 0.03833
S2 -0.83849 1.37935 0.60103
Cl1 -4.14973 0.57179 -0.19183
H1 1.22586 0.50362 -1.71863
H2 0.60265 -1.27612 -1.46234
H3 -0.49983 0.19629 -1.66161
H4 1.84719 1.39821 1.31531
H5 2.61207 0.03327 0.36258
H6 1.77310 -0.10621 2.04942
H7 0.05768 -0.80445 0.74338

Record 7
5 unconnected molecules or ions with the total composition C10H30O10, computed with ωB97M-V/def2-TZVPD.

electronic energy	-1151.32059	Ha
energy relative to the best compared isomer or geometry (same formula, charge and spin)	26.82	kJ/mol
orbital gap	10.09	eV
SMILES	OCCO.OCCO.OCCO.OCCO.OCCO

Element x y z (Å)
O1 1.62367 6.20115 1.80708
C1 0.66349 5.99272 0.77881
C2 -0.17372 4.83710 1.17187
O2 0.51127 3.59407 1.08786
H1 2.06055 7.04288 1.65495
H2 0.03854 6.88855 0.63892
H3 1.16064 5.87348 -0.19296
H4 -1.06596 4.79051 0.54798
H5 -0.51957 4.99466 2.20013
H6 1.42902 3.73311 1.34784
O3 0.81789 -6.06841 2.79708
C3 -0.38062 -5.33376 2.87321
C4 -0.32967 -4.09116 2.01724
O4 0.87180 -3.40516 2.33162
H7 1.53814 -5.42947 2.84975
H8 -1.19371 -6.00040 2.56715
H9 -0.63839 -5.05688 3.90836
H10 -1.20372 -3.46688 2.22766
H11 -0.33093 -4.37632 0.95599
H12 0.67564 -2.46001 2.30590
O5 0.87520 1.18639 -0.50187
C5 1.69772 0.20695 0.14696
C6 1.22117 -0.02165 1.54857
O6 0.07423 -0.83717 1.63234
H13 0.80375 1.94591 0.09358
H14 1.65043 -0.66638 -0.50486
H15 2.75098 0.52115 0.13690
H16 1.05612 0.93891 2.05260
H17 2.03080 -0.51192 2.10291
H18 -0.56706 -0.60637 0.95225
O7 1.92129 0.19985 -3.82802
C7 1.91471 1.06332 -4.95332
C8 1.87068 2.49458 -4.46406
O8 0.67197 2.72675 -3.74444
H19 2.73946 -0.29942 -3.78980
H20 2.69658 0.83965 -5.68457
H21 0.97984 0.87683 -5.50233
H22 1.91279 3.19258 -5.29639
H23 2.71037 2.64434 -3.77124
H24 0.63861 2.05278 -3.05121
O9 -2.94887 -1.52330 1.24405
C9 -2.86254 -1.93624 -0.10126
C10 -3.58479 -3.24999 -0.31639
O10 -4.91955 -3.05551 0.09243
H25 -3.87871 -1.60768 1.48875
H26 -3.32416 -1.19548 -0.76684
H27 -1.80622 -2.07565 -0.32743
H28 -3.10067 -4.03905 0.28703
H29 -3.45333 -3.62132 -1.34264
H30 -5.32516 -3.90262 0.29187

Record 8
A molecular structure, C6H11NO, computed with ωB97M-V/def2-TZVPD.

electronic energy	-365.10461	Ha
energy relative to the best compared isomer or geometry (same formula, charge and spin)	333.05	kJ/mol
orbital gap (spin up / spin down)	8.69 / 8.69	eV

Element x y z (Å)
C1 1.16325 0.61883 -0.47763
C2 -0.05338 -1.71991 -0.74368
C3 -2.35258 0.00721 0.46998
C4 0.08464 -0.47845 0.06468
N1 1.21828 2.02617 -0.30019
C5 1.99645 -0.16027 0.56519
C6 -0.89247 0.33297 0.50562
O1 2.75019 -1.08870 0.32021
H1 1.39182 0.33661 -1.50586
H2 1.25919 2.30672 0.67203
H3 0.47094 2.51323 -0.77996
H4 2.05929 0.41799 1.51233
H5 -0.65554 1.15948 1.16742
H6 -0.14972 -1.49694 -1.80866
H7 0.86355 -2.30021 -0.63685
H8 -0.94207 -2.27400 -0.45072
H9 -2.69790 -0.26844 1.46859
H10 -2.92886 0.88049 0.16148
H11 -2.58508 -0.81277 -0.20398

> Look up the electronic energy of the second one.

-685.05187 Ha